Below is a structure of composition C37H30F12N4O4OsTe, with properties calculated with ωB97M-V/def2-TZVPD.

Cartesian coordinates (Å):
H -0.35 3.13 -4.30
H 2.08 -5.68 1.93
H 5.65 -3.54 -0.59
F 2.92 0.64 -4.03
H -0.55 -1.02 2.34
C 3.97 -2.14 -0.59
C 4.17 -4.12 0.80
H -5.34 -2.22 2.57
H -2.26 5.86 4.80
C -0.98 2.51 -3.68
C 2.11 0.46 3.63
C -3.14 1.72 -3.16
C -0.02 3.80 3.30
F -1.70 -5.24 -1.01
H 4.97 0.86 0.72
C -4.46 -2.83 2.36
H -4.22 1.72 -3.30
F 1.27 -0.65 -3.47
C -1.66 -0.78 -0.22
C 1.59 0.60 -3.82
C 2.40 -4.74 2.38
C -2.59 0.85 -2.24
C -1.46 4.80 1.67
O 1.12 -2.51 1.46
H -4.79 -3.77 1.91
H -0.37 4.34 5.34
O 0.46 -2.45 -1.34
H -0.44 -0.30 3.96
C -1.74 5.33 4.01
Te 0.60 2.89 0.38
C -0.63 -4.46 -0.72
H -2.63 4.59 -4.66
F 1.96 3.20 -4.41
C 4.70 -3.33 -0.14
F -2.80 -3.38 -2.50
H -2.95 6.15 2.43
F -0.43 -4.59 0.60
H 3.93 2.23 0.29
H 1.97 0.38 4.70
C -0.27 -0.12 2.89
H -0.93 0.70 2.57
H 3.13 -4.94 3.17
C 3.32 0.82 2.94
F -1.48 -1.83 -3.17
F 0.42 -5.02 -1.32
C -3.50 -2.10 1.45
F -0.91 -3.89 -3.41
C 3.95 1.15 0.47
C -0.80 -2.96 -1.17
H -2.76 -3.88 0.57
O 1.75 1.20 -1.54
C -2.12 5.49 2.68
H -2.44 1.01 0.62
C -1.20 0.81 -1.96
C -2.52 -0.07 0.62
C -0.68 4.48 4.31
H 1.53 -4.25 2.80
C 1.15 1.60 -2.69
H -4.01 3.52 -4.90
H 0.80 3.13 3.55
Os 1.11 -0.69 -0.44
N 1.70 0.42 1.42
N 2.76 -1.91 0.03
O 4.41 -1.41 -1.47
N 2.96 -3.85 1.39
H -4.04 -0.13 2.12
H 3.67 0.67 -0.46
F 3.02 3.12 -2.54
H 4.27 1.07 3.39
C -1.73 -2.17 -0.23
H -3.98 -3.07 3.32
C -2.35 2.59 -3.89
F 1.01 0.82 -5.02
H -1.77 4.93 0.64
H -3.24 0.16 -1.73
H -2.57 3.35 -5.91
C 1.81 3.00 -3.07
H 4.66 -5.01 1.16
C -0.39 3.95 1.96
F 1.10 4.06 -2.63
N -0.72 -0.07 -1.02
C -3.41 -0.71 1.45
C -1.50 -3.01 -2.57
C -0.39 1.67 -2.74
C 3.03 0.79 1.60
C 2.23 -2.74 0.97
C 1.16 0.23 2.67
C -2.66 -2.81 0.60
C -2.92 3.56 -4.89

Calculated values
net charge = -2
E = -95379.991 eV
multiplicity = 5
orbital gap (spin up / spin down) = 5.8 / 6.1 eV
E_LUMO (spin up / spin down) = 0.1574 / 0.1550 Ha

Below is a structure of composition C32H42F5N6NdO2S3SiTe, with properties calculated with ωB97M-V/def2-TZVPD.

Cartesian coordinates (Å):
H 3.78 -4.50 0.61
H 2.10 4.07 5.70
N -1.46 -0.79 3.46
H -4.67 -0.60 4.57
Te -1.66 2.99 0.25
N -0.69 1.50 -2.30
S 0.85 3.13 1.13
C 4.85 5.68 3.22
C 0.76 2.42 2.71
C -3.13 -2.76 -3.14
H -3.30 -1.43 2.70
H 0.74 0.88 -7.65
F -3.53 3.47 -0.01
C 2.20 3.47 4.79
H -0.98 0.11 3.61
C 0.02 0.65 -3.09
H -4.77 -4.99 -3.29
H 3.28 5.95 4.66
F -1.43 4.95 0.03
C 3.99 3.05 3.09
C -0.93 1.60 -5.08
C 2.66 -0.77 3.77
F -2.21 3.50 2.04
H -4.75 -3.11 -0.21
C 0.57 -2.35 -5.29
C -2.16 -1.89 -2.68
H 5.18 6.71 3.28
C -5.19 -4.15 -2.73
H 3.11 -0.26 -4.35
Nd -0.51 0.25 -0.09
C -3.59 -0.68 4.69
N 0.92 1.19 3.10
C 1.74 -4.22 -0.01
H -1.33 -1.40 4.27
C -2.92 -0.61 3.32
O 0.92 1.95 0.11
H 1.75 -5.06 -0.70
H -2.96 -1.53 0.43
H -1.01 -1.22 2.55
C 3.35 3.93 3.96
H -5.76 -4.54 -1.89
H -2.29 3.23 -4.70
H -0.46 -2.60 -5.57
H 6.31 5.12 1.75
H 1.24 -2.94 -5.91
H -1.40 -1.53 -3.36
C 0.59 -3.47 0.15
C 2.79 -0.15 -5.39
H -3.48 -1.96 6.32
C 5.48 4.79 2.36
N -3.17 -1.92 5.36
C -4.03 -2.78 -0.95
F -1.46 1.20 1.66
C -1.48 2.39 -2.90
H -1.05 1.64 -6.15
H 2.85 -1.77 4.17
C 2.88 -3.91 0.72
N -2.09 -1.46 -1.42
H 2.28 2.42 5.05
H -0.56 -0.31 -7.59
C 5.05 3.47 2.30
F -2.70 1.04 -0.41
C -1.63 2.49 -4.27
H 0.73 -2.65 -4.25
C -4.10 -3.23 -2.26
H -5.87 -3.61 -3.39
C 0.50 -0.15 -7.37
O -0.61 -1.71 1.17
H 5.53 2.77 1.64
C -0.08 0.67 -4.51
H -3.13 0.33 2.83
H -3.14 -3.08 -4.18
H 1.07 -0.80 -8.03
H 3.38 -0.84 -6.00
Si 0.95 -0.52 -5.58
H 3.63 -0.32 3.53
C -3.03 -1.90 -0.58
H 3.76 -2.57 2.13
C 1.77 -0.83 2.57
H 3.02 0.86 -5.71
C 3.79 5.25 4.00
H -3.26 0.16 5.30
S 0.58 3.68 3.92
H -0.32 -3.70 -0.40
C 2.86 -2.83 1.58
H -3.56 -2.73 4.89
H 2.19 -0.16 4.54
C 0.55 -2.37 1.02
H 3.65 2.02 3.03
C 1.73 -2.03 1.73
S 1.03 -0.48 -2.28
N 1.00 0.16 2.22
H -2.04 3.05 -2.26

Calculated values
E = -123448.116 eV
ΔE to the lowest compared entry with this formula, charge and spin = 35.1 kJ/mol
multiplicity = 4
orbital gap (spin up / spin down) = 6.9 / 6.9 eV
E_LUMO (spin up / spin down) = -0.0160 / -0.0159 Ha

Below is a cluster of 9 separate species, C2H22N2O9 in total, with properties calculated with ωB97M-V/def2-TZVPD.

Cartesian coordinates (Å):
H 4.28 1.18 0.23
N 3.83 1.28 -0.68
O -4.33 -0.83 -0.40
C 2.54 0.60 -0.63
H -0.01 2.12 -2.05
H -4.33 -1.47 -1.00
O -0.52 1.82 0.74
O 0.16 3.30 3.13
H 1.17 -2.46 -2.98
H 1.10 -1.56 -1.72
H 0.33 3.30 2.11
H 0.11 0.03 2.15
H -1.22 1.48 0.14
O -0.54 -3.87 1.89
H -1.81 1.15 -3.28
O -1.71 0.40 -2.70
H 1.88 0.38 -2.70
O -0.47 -0.73 2.24
O 2.31 -0.24 0.25
H 3.95 2.08 -1.26
O -2.67 -2.26 1.70
H -2.32 -1.51 2.16
H 0.04 -1.49 1.71
H -2.48 0.43 -2.11
H 0.04 -4.19 1.26
H -4.56 -1.21 0.48
H 1.52 2.75 -2.28
H 0.32 1.86 0.02
H -3.26 -2.56 2.36
H -0.36 2.53 3.16
O 1.34 -1.64 -2.61
H 0.66 0.09 -1.38
N 0.93 2.15 -1.67
H -1.23 -3.19 1.60
C 1.51 0.83 -1.72

Calculated values
E = -23837.434 eV
structure (SMILES) = NCC(N)=O.O.O.O.O.O.O.O.O
ΔE to the lowest compared entry with this formula, charge and spin = 182.8 kJ/mol
orbital gap = 10.1 eV
E_LUMO = 0.0035 Ha

Below is the ion C5H8NO with charge +1, with properties calculated with ωB97M-V/def2-TZVPD.

Cartesian coordinates (Å):
C 1.14 0.27 2.48
H 0.27 0.26 3.10
H -0.64 0.80 -2.71
H 1.58 -0.68 2.54
H 0.43 1.63 0.83
C 0.68 0.56 1.05
H -0.78 1.37 -0.96
C 0.27 -0.51 0.25
C -1.01 0.66 -1.75
H -2.05 0.51 -1.62
H 1.63 1.18 2.73
H 0.31 -1.51 0.46
N -0.40 -0.59 -1.31
C -0.63 -1.57 -2.16
O -0.80 -2.38 -2.93

Calculated values
net charge = +1
E = -8841.677 eV
structure (SMILES) = C/C=C/[N+](C)=C=O
ΔE to the lowest compared entry with this formula, charge and spin = 297.5 kJ/mol
orbital gap = 9.5 eV
E_LUMO = -0.1832 Ha

Below is a structure of composition C27H18F15N8O4SSbZr, with properties calculated with ωB97M-V/def2-TZVPD.

Cartesian coordinates (Å):
C 4.75 0.39 1.73
C -0.67 -5.77 2.89
C 0.30 -0.06 -2.89
H 0.68 -2.88 -0.69
C 1.67 4.53 -0.81
N 4.54 1.64 1.18
F -1.30 4.38 4.11
F 1.25 1.07 3.24
C -1.45 -4.96 2.05
C 1.21 -3.00 0.26
H 5.71 0.09 2.10
F -2.79 4.42 0.46
H -3.06 0.17 -2.48
C -2.85 -0.42 -6.57
C -2.68 -0.32 -5.19
C -1.58 0.27 -0.96
C 0.65 3.72 -0.43
C -1.01 4.10 2.85
N -0.29 0.26 -0.60
Sb 0.66 -1.94 4.37
H 3.76 4.26 -0.53
C 3.55 -0.25 1.66
C 0.63 0.09 -1.56
C -1.04 -0.03 -3.27
C -1.39 -0.15 -4.71
F -1.00 -0.56 2.01
C -0.68 -0.17 -6.81
F -3.75 4.63 2.40
C 0.56 -4.00 1.15
H -3.54 -0.39 -4.54
F -3.16 1.06 2.75
H 1.07 -0.18 -3.64
N -1.84 -7.40 4.52
C -1.99 3.05 2.22
F -0.98 5.23 2.15
O -1.32 2.29 1.29
F -0.06 -0.68 5.59
C -3.19 3.76 1.55
C 0.72 -5.69 2.86
F -0.88 -3.05 4.43
N -0.35 -0.10 -5.56
F -3.15 2.51 4.32
C 1.33 -4.81 1.98
C -2.00 0.13 -2.27
O 1.03 -1.35 -7.96
F -4.12 2.89 1.16
C 2.47 2.78 0.24
C -1.32 -6.68 3.79
N -1.81 -0.35 -7.40
Zr 0.16 0.93 1.65
H -3.82 -0.56 -7.02
H 2.27 -3.20 0.07
C 3.24 1.70 0.81
N 1.16 2.63 0.23
F -1.30 1.50 3.78
H -2.30 0.40 -0.16
N 2.62 0.57 1.07
S 0.86 0.12 -8.03
C -0.82 -4.09 1.19
O 0.30 0.65 -9.22
C -2.47 2.05 3.30
O 1.78 0.91 -7.26
H 3.31 -1.25 1.98
F 1.65 -2.92 5.67
H -0.41 3.85 -0.56
H -2.52 -5.03 2.10
F 1.15 -1.73 0.91
F 0.24 3.60 2.81
N 2.83 3.92 -0.38
H 1.66 0.07 -1.23
H 1.69 5.47 -1.34
H -1.42 -3.45 0.55
H 5.22 2.38 1.14
H 2.41 -4.75 1.95
H 1.30 -6.32 3.52

Calculated values
net charge = +1
E = -107819.135 eV
ΔE to the lowest compared entry with this formula, charge and spin = 158.0 kJ/mol
multiplicity = 2
orbital gap (spin up / spin down) = 7.9 / 5.9 eV
E_LUMO (spin up / spin down) = -0.1502 / -0.2241 Ha

Below is the molecule C18H16N2O5, with properties calculated with ωB97M-V/def2-TZVPD.

Cartesian coordinates (Å):
C -1.08 -2.89 2.12
O -1.56 -3.55 3.20
O -0.60 -0.02 1.88
H -0.63 2.33 -2.67
C -2.61 3.96 -0.47
H -1.40 4.15 -4.11
H -1.71 1.98 0.96
H 4.90 -2.59 0.19
O 5.73 -1.33 -2.02
C -1.74 2.98 -0.94
H 5.35 -0.90 0.55
H -3.43 -3.92 3.99
C 2.53 -2.47 0.95
H 5.67 -1.12 -2.96
C 1.08 -2.17 1.08
C -3.31 -2.75 2.09
C -1.32 1.93 -0.05
C -2.61 5.06 -2.60
O 3.55 -0.84 -1.98
C -1.74 4.10 -3.09
H -2.94 5.87 -3.24
C 0.33 -2.91 1.92
H -4.32 -2.53 1.82
O 3.01 -3.57 1.12
H -0.07 0.74 -1.29
C 4.60 -1.54 0.06
C -0.51 0.90 -0.32
C -2.89 -3.45 3.18
H 2.84 -0.50 0.48
C -1.31 3.07 -2.27
C -3.04 4.99 -1.28
H -3.72 5.74 -0.90
N 3.30 -1.38 0.64
H 0.86 -3.63 2.53
C -0.20 -0.09 0.73
C 4.55 -1.20 -1.42
H -2.95 3.91 0.56
C -2.14 -2.38 1.40
N 0.61 -1.11 0.29
H 1.02 -1.03 -0.63
H -2.10 -1.84 0.48

Calculated values
E = -32143.416 eV
structure (SMILES) = O=C(O)CNC(=O)/C(=C/c1ccco1)NC(=O)/C=C/c1ccccc1
ΔE to the lowest compared entry with this formula, charge and spin = 31.8 kJ/mol
orbital gap = 7.7 eV
E_LUMO = -0.0063 Ha

Below is the molecule C5H14N2, with properties calculated with ωB97M-V/def2-TZVPD.

Cartesian coordinates (Å):
H -1.53 0.26 3.05
H 1.09 2.02 -1.97
H -1.04 0.48 -1.04
H -2.78 -1.29 0.56
H 1.42 0.67 0.58
C -1.81 -1.75 0.70
H 2.83 -0.52 -1.73
H 1.79 0.03 -2.92
C 1.68 1.38 -1.33
N 2.13 0.21 -1.99
H -1.60 -2.23 1.69
H 0.30 -1.04 1.20
H -0.21 1.14 2.23
H -1.94 1.06 1.40
H 0.16 -0.79 -1.29
C -0.21 0.02 -0.47
H -1.81 -2.52 -0.29
C -0.67 -0.64 0.77
H 2.46 2.00 -0.83
N 0.80 1.03 -0.16
C -1.06 0.48 1.83

Calculated values
E = -8389.732 eV
structure (SMILES) = CC(C)CNCN
ΔE to the lowest compared entry with this formula, charge and spin = 278.6 kJ/mol
orbital gap = 9.7 eV
E_LUMO = 0.0394 Ha

Below is a structure of composition C15H11BrCdN2O3S, with properties calculated with ωB97M-V/def2-TZVPD.

Cartesian coordinates (Å):
H -5.32 3.81 2.21
O -3.17 -0.50 -1.89
C 3.17 -2.41 -0.88
C -2.92 3.99 1.56
C 0.81 0.54 1.39
H 3.88 -2.61 0.06
H 3.96 1.16 1.79
O 3.10 -1.40 -3.27
C 3.96 -1.55 -2.06
Br 1.15 1.79 2.94
C -4.37 3.21 1.87
H 4.09 -0.44 -1.63
H 5.02 -2.04 -2.32
S 3.70 -0.23 1.82
N -3.24 0.69 1.28
H -1.79 -3.29 -1.53
C -4.38 1.59 1.68
C -1.64 3.01 1.11
C -2.03 -1.10 -1.57
H -0.58 3.44 0.87
N -1.64 -2.46 -2.17
H 2.62 -0.53 -3.10
H 2.84 -3.47 -1.27
C -0.78 -0.66 -0.60
C 2.07 -0.43 0.88
O 0.52 -3.26 -3.30
C -1.95 1.41 1.01
C -0.65 0.44 0.61
C -0.11 -2.58 -2.34
C 1.90 -1.50 -0.38
Cd -0.43 0.83 4.77
H -5.43 1.05 1.88
C 0.44 -1.64 -1.12
H -2.77 5.15 1.69

Calculated values
net charge = +2
E = -110259.191 eV
orbital gap = 3.1 eV
E_LUMO = -0.4256 Ha